{
  "formula": "C2H5ClO5",
  "method": "ωB97M-V/def2-TZVPD",
  "de_lowest_ev": 8.184,
  "lumo_ha": [0.00048, -0.08287],
  "e_homo_ha": [-0.3585, -0.3788],
  "mol_weight_g_mol": 144.510,
  "orbital_gap_ha": [0.359, 0.296],
  "species": ["O", "H", "H", "C", "O", "O", "H", "O", "H", "Cl", "C", "O", "H"],
  "positions_angstrom": [[4.963, 3.528, -1.508], [2.852, -0.960, 0.780], [5.063, 2.297, -0.164], [3.853, -1.192, 1.167], [4.198, 0.942, 0.578], [5.592, 3.073, -0.455], [3.634, -3.299, 1.567], [3.910, -2.978, -0.433], [5.282, -2.788, 1.087], [3.894, -0.816, 2.877], [4.209, -2.641, 0.901], [4.722, -0.292, 0.516], [4.254, -3.862, -0.685]],
  "mulliken_charge": [-0.242, 0.273, 0.459, 0.298, -0.417, -0.150, 0.333, -0.518, 0.315, -0.170, -0.551, 0.047, 0.321]
}